A molecular structure, C36H63ClMoN4O5S3Si at a distorted geometry. Source: OMol25; level of theory: ωB97M-V/def2-TZVPD.

Calculated values
<S²> = 2.022
Kohn-Sham gap (alpha / beta) = 6.6 / 6.4 eV
HOMO energy (alpha / beta) = -7.532 / -7.620 eV

Geometry as ORCA input:
```
! wB97M-V def2-TZVPD RIJCOSX def2/J DEFGRID3
* xyz 0 3
Mo 0.4102 0.2105 0.6795
C 2.2948 5.0990 3.2843
S 0.5063 4.9945 3.4875
C 0.1710 3.3133 3.1339
S -1.4882 2.9049 3.2377
N 1.1959 2.5796 2.7571
N 0.8468 1.2608 2.4803
C 0.3604 0.6223 3.4818
C -0.0231 -0.7806 3.3693
C -0.3959 -1.5173 4.4765
C -0.6338 -2.8722 4.3173
C -0.4988 -3.4342 3.0620
C -0.1661 -2.6240 1.9873
N 0.0600 -1.3221 2.1381
H 2.5945 6.0521 3.7182
H 2.7803 4.2859 3.8183
H 2.5794 5.0724 2.2334
H 0.3743 1.0853 4.4611
H -0.4771 -1.0308 5.4384
H -0.9211 -3.4801 5.1647
H -0.6713 -4.4865 2.8997
H -0.1051 -3.0056 0.9769
C -1.2374 2.3642 -0.6976
N 0.2271 2.3159 -0.4767
C 0.6102 3.6358 0.0751
C 0.9260 2.2226 -1.7823
C 1.0003 0.8210 -2.2812
C 1.1626 0.5483 -3.6383
C 1.3587 -0.7506 -4.0736
C 1.3779 -1.7843 -3.1446
C 1.1928 -1.5083 -1.7984
C 1.0064 -0.2018 -1.3416
H -1.4919 3.2651 -1.2673
H -1.7476 2.3992 0.2664
H -1.5485 1.4782 -1.2365
H 0.4765 4.3830 -0.7148
H 1.6499 3.6301 0.3885
H -0.0385 3.8957 0.9029
H 1.9431 2.5960 -1.6231
H 0.4379 2.8946 -2.4986
H 1.1456 1.3654 -4.3517
H 1.4862 -0.9589 -5.1282
H 1.5209 -2.8076 -3.4708
H 1.1730 -2.3398 -1.1020
Cl 3.3938 -0.4571 2.3063
C 2.3819 -0.7515 0.8226
H 2.2266 -1.8300 0.8383
H 3.0328 -0.5111 -0.0111
C -2.0457 -5.1144 0.0279
C -2.1515 -4.2802 -1.2431
C -3.5948 -4.2636 -1.7272
C -1.2353 -4.8397 -2.3224
O -1.6697 -2.9560 -0.9725
Si -2.4010 -1.6053 -0.3862
O -1.2362 -0.5224 -0.1366
O -3.5812 -1.0404 -1.3631
C -3.6616 -0.5705 -2.7181
C -4.9379 -1.1609 -3.3063
C -3.7819 0.9478 -2.7008
C -2.4309 -0.9902 -3.5087
O -3.1311 -2.0364 1.0150
C -4.1771 -1.3867 1.7554
C -3.9995 0.1280 1.7161
C -4.0445 -1.8882 3.1861
C -5.5180 -1.7999 1.1617
H -2.4519 -6.1138 -0.1358
H -2.6001 -4.6342 0.8357
H -1.0005 -5.2209 0.3210
H -3.9523 -5.2863 -1.8580
H -3.6717 -3.7512 -2.6842
H -4.2439 -3.7592 -1.0094
H -1.5336 -5.8532 -2.5963
H -0.2037 -4.8633 -1.9658
H -1.2728 -4.2095 -3.2120
H -5.8026 -0.8270 -2.7306
H -4.9139 -2.2483 -3.2851
H -5.0643 -0.8372 -4.3408
H -4.5769 1.2564 -2.0201
H -4.0185 1.3143 -3.7012
H -2.8496 1.4122 -2.3871
H -2.3432 -2.0761 -3.5571
H -1.5219 -0.5986 -3.0456
H -2.4897 -0.6020 -4.5271
H -3.0126 0.4085 2.0915
H -4.7495 0.6089 2.3463
H -4.1090 0.5062 0.6981
H -3.1042 -1.5419 3.6203
H -4.0588 -2.9797 3.2038
H -4.8655 -1.5166 3.8008
H -5.5888 -1.4649 0.1271
H -6.3407 -1.3617 1.7297
H -5.6195 -2.8870 1.1863
C 5.6484 5.1667 1.0957
C 6.0219 3.7896 1.6367
C 4.8567 2.8174 1.7825
S 4.1370 2.1468 0.2675
O 4.0256 3.2516 -0.7453
C 5.5485 1.0882 -0.2373
C 5.7482 1.1366 -1.7445
C 4.6659 0.3706 -2.4967
H 6.5295 5.8092 1.0661
H 4.9098 5.6488 1.7408
H 5.2272 5.0971 0.0962
H 6.4580 3.9050 2.6332
H 6.8052 3.3478 1.0154
H 4.0138 3.2686 2.3103
H 5.1438 1.9230 2.3412
H 5.2803 0.0812 0.0916
H 6.4391 1.3959 0.3084
H 6.7328 0.7207 -1.9708
H 5.7524 2.1803 -2.0636
H 4.6394 -0.6783 -2.1906
H 4.8356 0.4001 -3.5734
H 3.6783 0.7967 -2.3099
*
```